Arrangement w

Computed, not measured: a 9-piece molecular cluster, C24H72N6O9 overall, with ωB97M-V/def2-TZVPD.

Each line ends with the Löwdin charge.
Positions of all 111 atoms, in Å:
1 H 0.719 -3.313 2.186  0.13
2 H -1.123 0.500 -2.216  0.07
3 H 2.508 -6.189 -0.832  0.08
4 N -0.202 2.002 4.084  0.06
5 C 1.962 0.734 -5.397  -0.45
6 C 3.180 1.435 -4.760  -0.20
7 H 2.388 1.746 4.264  0.08
8 H -5.378 0.049 2.340  0.07
9 H 1.123 4.027 1.582  0.13
10 N -3.359 4.322 -0.391  0.06
11 H -1.263 -2.934 -1.157  0.06
12 H 2.403 -0.104 -0.868  0.01
13 H 0.194 1.428 -6.623  0.07
14 H 1.538 -1.989 4.724  0.11
15 H 0.186 5.871 2.538  0.09
16 H -1.513 1.242 -3.816  0.08
17 H -5.016 2.713 -2.816  0.08
18 C 1.110 -4.227 -1.241  -0.21
19 O -0.891 4.145 2.028  -0.20
20 C 1.179 -2.872 4.253  -0.23
21 O -3.015 1.224 -2.370  -0.20
22 C 1.330 -2.599 2.742  -0.43
23 H 1.194 3.237 -2.120  0.05
24 H -2.120 3.125 -2.454  0.13
25 H -1.704 -2.973 -2.808  0.07
26 H -0.085 1.039 3.832  0.03
27 H -1.962 -0.618 3.064  0.11
28 O 1.440 -0.011 -0.851  -0.09
29 H 2.853 2.227 -4.093  0.11
30 H 0.770 -4.977 5.979  0.09
31 H -2.903 -0.907 5.458  0.07
32 H -4.130 4.827 0.004  0.07
33 H 1.741 2.318 -6.756  0.07
34 C -3.013 -0.722 2.722  -0.24
35 H -4.414 4.359 -2.747  0.09
36 H 1.151 -0.883 1.595  0.06
37 C -2.427 -0.500 0.474  -0.05
38 O 0.711 2.822 -1.406  -0.03
39 C 3.153 -5.341 -0.969  -0.06
40 H -2.733 -1.549 0.331  0.09
41 H 3.774 0.675 -4.224  0.13
42 H -4.313 2.467 -0.437  0.14
43 H 2.250 0.034 -6.206  0.15
44 H 5.186 3.055 -4.437  0.08
45 N 0.453 -4.495 -3.549  0.04
46 C 0.330 -3.610 -2.407  -0.45
47 H 0.121 2.537 1.328  0.12
48 H 0.115 -2.908 4.550  0.13
49 H -2.714 4.090 0.366  0.06
50 H 2.161 1.554 2.522  0.07
51 O 2.400 -4.403 -1.735  -0.24
52 C -1.123 -3.524 -2.063  -0.07
53 H -5.717 3.906 -1.663  0.09
54 H 1.503 -0.700 3.163  0.05
55 C 2.117 2.281 3.345  -0.06
56 C -2.624 2.452 -1.739  -0.21
57 C -3.806 3.167 -1.116  -0.49
58 H 3.189 -3.798 2.566  0.08
59 H 3.455 -4.995 0.027  0.08
60 H 0.767 3.766 4.014  0.11
61 H -3.871 0.816 3.905  0.14
62 C -4.017 -0.268 3.784  -0.46
63 O 1.897 -3.992 4.643  -0.19
64 H -1.611 5.971 2.529  0.10
65 C 2.794 -2.791 2.356  -0.06
66 C 1.688 -4.385 5.976  -0.10
67 H 0.688 -5.214 -0.953  0.14
68 H 4.611 -1.933 -1.613  0.04
69 C 1.069 1.773 -6.090  -0.06
70 C -4.785 3.530 -2.134  -0.08
71 C -0.727 5.339 2.769  -0.11
72 N 0.921 -1.233 2.522  0.05
73 H 0.932 0.540 -3.648  0.05
74 H -0.209 2.909 -1.621  0.00
75 H -0.743 5.119 3.849  0.09
76 H 2.437 -5.137 6.209  0.09
77 H 0.717 2.538 -5.364  0.08
78 H 1.794 -0.770 -4.077  0.07
79 H -4.209 -2.053 5.060  0.07
80 H 1.415 -4.451 -3.881  0.07
81 O 3.936 2.044 -5.778  -0.18
82 H -1.903 2.224 -0.941  0.11
83 H -2.189 -0.363 -3.357  0.09
84 H -3.113 -1.773 2.436  0.12
85 H 4.060 -5.497 -1.550  0.10
86 C 0.295 3.398 1.977  -0.20
87 H -1.573 -4.514 -1.937  0.09
88 C 0.698 2.875 3.391  -0.45
89 N 1.209 -0.023 -4.452  0.05
90 C -3.922 -1.010 5.104  -0.06
91 O -3.199 0.043 1.564  -0.21
92 H 1.253 0.927 -1.076  0.00
93 H 1.668 -3.515 6.662  0.10
94 H -1.190 2.105 3.842  0.08
95 H 5.297 3.588 -6.042  0.09
96 N -5.364 -0.312 3.292  0.03
97 H 2.871 3.040 3.184  0.07
98 H -1.429 -0.496 0.834  0.06
99 H -5.697 -1.273 3.185  0.08
100 H 3.416 -2.096 2.899  0.08
101 H 2.957 -2.560 1.300  0.06
102 H 3.277 -2.734 -1.718  0.03
103 H 1.124 -3.559 -0.354  0.13
104 H -0.110 -4.129 -4.316  0.08
105 C 4.568 3.211 -5.324  -0.13
106 C -1.880 0.626 -2.991  -0.10
107 O 3.658 -1.822 -1.630  -0.07
108 H 3.908 4.013 -5.031  0.08
109 H 0.712 -2.597 -2.630  0.13
110 H -2.637 0.141 -0.381  0.07
111 H -4.595 -0.504 5.808  0.08

The charge is 0. The calculation puts the highest occupied orbital energy at -8.8820 eV. The calculation puts the gap between HOMO and LUMO at 9.16 eV. As for the spin multiplicity: 1. Its SMILES is COC[C@H](C)N.COC[C@H](C)N.COC[C@H](C)N.COC[C@H](C)N.COC[C@H](C)N.COC[C@H](C)N.O.O.O. The value obtained for the LUMO energy is 0.3 eV.

Arrangement x

Computed, not measured: a 9-piece molecular cluster, C24H72N6O9 overall, with ωB97M-V/def2-TZVPD.

Each line ends with the Löwdin charge.
Positions of all 111 atoms, in Å:
1 H 0.402 3.666 -5.450  0.09
2 H 0.441 5.506 -5.622  0.09
3 H 6.162 2.233 -1.941  0.11
4 H 10.215 -1.499 -11.890  0.06
5 O 4.503 -0.045 -7.911  -0.06
6 H 8.041 -3.750 -3.389  0.13
7 H 7.094 -6.785 -4.663  0.08
8 H -4.477 6.114 -7.528  0.09
9 H 5.666 -6.213 -5.222  0.08
10 H 0.320 -4.342 -1.424  0.12
11 H 9.587 3.761 -8.895  0.03
12 H 8.577 -0.922 -5.195  0.06
13 H 6.551 -0.908 -13.397  0.07
14 H 8.094 -1.878 -11.353  0.13
15 C 7.869 2.501 1.109  -0.06
16 H 1.905 -4.137 -17.107  0.08
17 H 8.869 2.091 0.963  0.08
18 H 4.791 4.405 -1.178  0.09
19 C 6.484 -5.886 -4.580  -0.12
20 H 7.567 2.339 2.143  0.07
21 N 0.837 4.214 -8.013  0.05
22 H 10.150 -4.310 -14.709  0.08
23 H 7.837 3.590 1.115  0.07
24 H 7.821 -1.719 -4.000  0.06
25 H 2.687 -2.024 -3.081  0.09
26 H 6.341 5.117 -5.334  0.03
27 H -0.754 -3.684 -15.303  0.06
28 C 1.371 -4.617 -1.516  -0.23
29 C 8.379 -1.551 -12.353  -0.41
30 N 1.217 -4.899 0.885  0.03
31 C 8.825 -3.012 -5.176  -0.46
32 H 6.988 0.205 0.830  0.07
33 O -2.508 5.589 -7.341  -0.21
34 O 6.998 -4.666 -5.068  -0.18
35 H 8.770 2.490 -8.995  0.03
36 O 2.152 -3.439 -1.666  -0.20
37 N 8.090 -1.778 -4.971  0.03
38 H 9.946 -0.697 -13.177  0.06
39 H 0.208 -4.898 0.859  0.06
40 C 0.944 -3.960 -16.625  -0.08
41 H 2.137 -3.577 -3.797  0.08
42 H 9.002 -4.872 -4.463  0.12
43 H 5.085 -0.040 -7.151  0.03
44 C 1.993 -2.860 -2.989  -0.07
45 C -1.114 5.620 -7.819  -0.15
46 H 5.539 4.807 0.367  0.08
47 H 6.148 -5.687 -3.562  0.09
48 H 10.428 -5.663 -13.616  0.08
49 H 7.753 0.236 -13.467  0.07
50 N 9.611 -0.763 -12.226  0.03
51 O 5.737 4.701 -5.949  -0.05
52 H -1.044 3.628 -7.353  0.15
53 C -3.501 6.402 -7.917  -0.12
54 H -0.590 -4.614 -14.040  0.07
55 C 8.183 -4.155 -4.391  -0.17
56 H 5.847 2.230 0.565  0.12
57 H 0.974 -5.865 -15.512  0.13
58 C 1.827 -4.392 -14.255  -0.15
59 C 1.970 -4.038 -11.816  -0.11
60 C 9.749 -4.842 -13.846  -0.10
61 H -1.071 5.613 -8.908  0.12
62 H -3.232 7.459 -7.924  0.09
63 H -0.620 6.540 -7.504  0.12
64 N -0.613 -4.652 -15.049  0.04
65 H 0.925 -2.646 -2.953  0.08
66 H 1.548 4.694 -7.480  0.07
67 H 1.878 -3.304 -14.300  0.11
68 C 10.325 -2.724 -4.994  -0.06
69 C 6.803 2.045 0.075  -0.45
70 H 10.683 -1.958 -5.682  0.08
71 H 6.259 4.021 -6.375  0.02
72 H 8.908 -5.405 -14.250  0.08
73 H 7.470 -3.221 -13.426  0.11
74 H 2.994 -5.376 -0.264  0.14
75 O 9.313 -3.898 -12.835  -0.20
76 C -0.323 4.441 -7.265  -0.53
77 H 1.468 -3.920 0.889  0.06
78 H 0.573 -7.094 -0.643  0.07
79 H 8.691 -3.345 -6.205  0.13
80 O 6.824 4.180 -1.265  -0.18
81 H 10.444 -2.487 -3.937  0.08
82 H 1.226 3.285 -7.933  0.08
83 H -0.947 4.660 -5.197  0.08
84 H 1.601 -4.433 -10.869  0.08
85 H 1.707 -2.993 -11.983  0.09
86 H 10.854 -3.644 -5.242  0.07
87 C -0.071 4.568 -5.839  -0.09
88 N 6.831 0.620 -0.077  0.02
89 H 7.839 2.600 -1.799  0.13
90 H 6.882 -0.053 -11.901  0.08
91 H 0.747 -2.932 -16.321  0.08
92 C 1.907 -5.417 -0.330  -0.40
93 H 4.771 -0.814 -8.413  0.03
94 H 3.020 -4.151 -11.545  0.08
95 C 1.638 -6.914 -0.501  -0.08
96 H -3.570 6.014 -8.933  0.08
97 H 2.069 -7.325 -1.414  0.07
98 C 5.683 4.825 -0.713  -0.10
99 H 8.825 -2.471 -14.290  0.11
100 H 0.274 -4.271 -17.427  0.08
101 C 7.351 -0.505 -12.775  -0.08
102 H 2.748 -4.931 -14.477  0.12
103 H 1.457 -5.295 -2.365  0.11
104 O 8.950 3.230 -8.416  -0.05
105 C 8.481 -2.829 -13.320  -0.17
106 H 1.964 -7.590 0.289  0.08
107 C 6.873 2.791 -1.332  -0.19
108 H 5.850 0.569 -0.311  0.07
109 O 1.404 -4.739 -12.919  -0.22
110 H 5.729 5.876 -0.998  0.09
111 C 0.740 -4.810 -15.369  -0.47

The charge is 0. The calculation puts the highest occupied orbital energy at -9.0104 eV. The calculation puts the gap between HOMO and LUMO at 9.15 eV. As for the spin multiplicity: 1. Its SMILES is COC[C@H](C)N.COC[C@H](C)N.COC[C@H](C)N.COC[C@H](C)N.COC[C@H](C)N.COC[C@H](C)N.O.O.O. The value obtained for the LUMO energy is 0.1 eV.

Most stable pick: arrangement w. Distance to second place: 485.7 kJ/mol.